Arrangement w

ORCA calculation (ωB97M-V/def2-TZVPD) on an isolated molecule of C4H5NO2.

Positions of all 12 atoms, in Å:
C 0.4949 1.1188 -0.6881
C 0.0000 -0.1162 0.0378
C 0.4856 -1.4524 -0.4607
O -0.0842 -2.4898 -0.2351
N -1.3791 -0.1752 0.5681
C -0.4336 -0.0598 1.4875
O -0.1745 0.0158 2.6520
H -0.1075 1.2963 -1.5884
H 0.4542 2.0152 -0.0609
H 1.5346 0.9809 -1.0065
H 1.4497 -1.4162 -1.0125
H -2.2400 0.2828 0.3068

Multiplicity   1
E_HOMO   -9.74 eV
Frontier orbital gap   0.3752 Ha


Arrangement x

ORCA calculation (ωB97M-V/def2-TZVPD) on a structure of composition C4H5NO2.

Positions of all 12 atoms, in Å:
N 0.3910 0.4554 1.5821
C -0.0796 0.0167 0.3241
C 0.5909 -1.1240 -0.4541
C 0.5281 0.2042 -1.0733
O -0.7646 0.4216 -1.6591
C -1.3457 0.4355 -0.4032
O -2.4438 0.8223 -0.1413
H 0.1327 -0.1417 2.3623
H 0.0899 1.4051 1.7684
H 1.5705 -1.3964 -0.0661
H -0.0041 -1.9462 -0.8374
H 1.3346 0.8476 -1.4025

Multiplicity   1
E_HOMO   -9.62 eV
Frontier orbital gap   0.3873 Ha


Which structure loses on stability? arrangement w does.


Arrangement w

ORCA calculation (ωB97M-V/def2-TZVPD) on an isolated molecule of C4H5NO2.

Positions of all 12 atoms, in Å:
O 0.8344 -2.4827 0.2432
C 0.4747 -1.3785 0.6119
C 1.0753 -0.1374 0.2166
C -0.8660 -0.1757 -0.7952
N -1.0234 1.1854 -0.6459
C -0.2506 1.7439 0.1753
O 0.7584 1.0774 0.7972
H -0.4808 -1.1731 1.1238
H 2.1424 -0.1378 -0.0633
H -0.6828 -0.5951 -1.7764
H -1.6971 -0.7229 -0.3047
H -0.2845 2.7965 0.4175

Multiplicity   1
E_HOMO   -9.19 eV
Frontier orbital gap   0.3471 Ha


Arrangement x

ORCA calculation (ωB97M-V/def2-TZVPD) on a cluster of 2 separate species, C4H5NO2 in total.

Positions of all 12 atoms, in Å:
O -2.5676 1.0560 -0.2738
C -1.7706 0.2634 0.1210
C -0.2488 0.0649 -0.6043
C 0.2003 0.7484 0.5673
N 2.2067 -0.0713 0.4138
C 2.0102 -1.0721 -0.1651
O -0.0534 -1.2074 -0.6999
H -1.9659 -0.6047 0.7767
H -0.3075 0.6916 -1.5087
H 0.2512 1.8346 0.5935
H 0.1780 0.2245 1.5183
H 2.1722 -2.0107 -0.6555

Multiplicity   1
E_HOMO   -9.51 eV
Frontier orbital gap   0.3224 Ha


Arrangement y

ORCA calculation (ωB97M-V/def2-TZVPD) on a structure of composition C4H5NO2.

Positions of all 12 atoms, in Å:
N -1.3384 -0.9418 -0.4611
C -0.0963 -0.3144 -0.1835
C 0.7472 -0.3842 1.1518
C 0.1633 0.8873 0.7419
O 0.9656 1.5489 -0.2480
C 0.5915 0.5975 -1.1771
O 0.6357 0.7118 -2.3646
H -1.2873 -1.8637 -0.8756
H -1.8934 -0.3631 -1.0874
H 0.2732 -0.8101 2.0408
H 1.8219 -0.5519 1.1133
H -0.5541 1.4766 1.2999

Multiplicity   1
E_HOMO   -9.69 eV
Frontier orbital gap   0.3907 Ha


Which structure loses on stability? arrangement x does.